Entry 1:
9
Properties=species:S:1:pos:R:3:lowdin_charge:R:1 method="wB97M-V/def2-TZVPD" relative_energy_kcal_mol=54.6 homo_lumo_gap_ha=0.400 multiplicity=1 homo_ev=-9.686 smiles=FC1CC1
H 0.25 -0.69 -1.69 0.05
H 1.50 -1.06 -0.30 0.14
C 0.28 0.25 0.40 -0.34
C 0.47 -0.72 -0.75 -0.13
H 1.24 0.38 1.13 0.19
H -0.69 -1.78 1.10 0.15
C -0.47 -1.00 0.23 -0.20
F -0.29 1.43 0.10 0.01
H -1.41 -0.97 -0.35 0.12

Entry 2:
111
Properties=species:S:1:pos:R:3:lowdin_charge:R:1 method="wB97M-V/def2-TZVPD" relative_energy_kcal_mol=0.0 homo_lumo_gap_ha=0.363 multiplicity=1 homo_ev=-9.623 smiles="COP(=O)(OC)OC.COP(=O)(OC)OC.C1CCOC1.COCCOC.COCCOC.COCCOC.COCCOC"
C -0.35 4.84 1.00 -0.09
H 2.53 -6.29 6.90 0.09
H 0.13 4.13 1.69 0.09
C -3.22 -1.31 -2.70 -0.07
C -3.35 0.55 6.98 -0.12
H -1.41 0.83 0.03 0.13
H 2.34 -7.60 5.64 0.09
H -2.35 0.11 6.89 0.08
H 4.94 -5.04 -0.08 0.12
H 0.63 3.21 -10.32 0.09
H 1.35 -1.35 4.67 0.08
O 0.80 -3.29 4.15 -0.18
H -0.88 6.62 -2.83 0.10
H 3.13 -1.21 -0.02 0.10
H 3.73 -3.27 -1.25 0.12
H -1.41 2.32 3.98 0.12
P 1.36 5.79 -0.77 0.30
H 1.49 1.79 -9.70 0.09
C 1.74 -3.95 4.95 -0.22
H -0.32 -1.54 4.10 0.07
H -1.72 5.25 -2.09 0.09
H 2.57 0.03 2.23 0.08
C -3.15 1.97 5.10 -0.19
H -1.53 0.67 4.47 0.13
H -2.31 -0.99 -3.19 0.09
O 2.30 4.52 -0.71 -0.22
H -3.10 -2.13 -2.00 0.07
O 0.05 0.48 -1.37 -0.17
O -4.17 -1.67 -3.74 -0.23
H -3.28 1.37 7.70 0.09
H 2.26 1.76 2.67 0.09
H 2.09 -5.31 3.28 0.12
O -0.89 1.94 5.97 -0.18
H -1.14 6.58 -1.05 0.09
H -1.20 5.33 1.46 0.09
H 2.30 -2.72 2.06 0.10
O 0.61 5.83 0.62 -0.20
H -3.71 -0.52 -2.13 0.09
H -1.15 -0.83 -0.50 0.12
H -0.49 0.76 -6.03 0.12
H 1.19 3.20 -8.64 0.09
H -3.23 2.84 5.76 0.13
O -5.44 -3.43 -2.41 -0.22
H -0.72 4.24 0.17 0.07
H 3.41 3.87 0.89 0.08
H 1.36 -4.11 5.97 0.13
H 4.28 -1.60 1.26 0.12
H 4.33 4.33 -0.57 0.09
C 0.48 -2.02 4.66 -0.12
C 2.04 -5.33 4.37 -0.20
O 2.03 7.04 -1.09 -0.20
C 0.23 -0.21 1.00 -0.18
C -0.63 0.09 -0.20 -0.20
H 0.88 1.25 5.22 0.06
H 0.42 2.54 -4.57 0.07
H -1.38 0.51 -8.17 0.12
H 1.29 0.51 3.34 0.04
P -4.81 -3.12 -3.68 0.29
H -1.94 -4.82 -3.31 0.09
H 1.07 1.34 -6.54 0.12
C 1.82 0.79 2.43 -0.09
H -3.25 -4.61 -2.12 0.08
C 2.75 -3.08 1.13 -0.23
H -6.49 -1.75 -6.26 0.09
O -0.40 2.77 -6.51 -0.18
O 0.92 0.97 1.36 -0.19
C 3.65 -2.03 0.48 -0.18
H 1.88 -3.35 0.51 0.12
H 0.60 3.00 4.89 0.09
H -0.40 -0.62 1.80 0.13
H 1.40 2.00 -0.75 0.07
H 5.56 -3.86 1.07 0.12
H -7.63 -2.43 -5.11 0.09
C -0.93 5.99 -1.94 -0.07
H 3.67 5.59 0.44 0.09
C 0.00 1.43 -6.75 -0.21
H 5.33 -2.53 -0.91 0.11
H 1.02 2.43 6.49 0.09
C -1.70 1.70 4.84 -0.23
H 0.33 0.27 -8.50 0.12
H 1.00 -0.93 0.68 0.11
C 0.45 2.18 5.60 -0.11
H 0.18 -2.14 5.72 0.09
C 0.54 1.80 -1.39 -0.10
C 4.41 -2.93 -0.47 -0.17
H -6.43 -1.22 -4.57 0.08
H 2.66 -3.37 5.04 0.13
H 0.89 1.97 -2.40 0.08
H -3.27 -5.97 -3.28 0.09
O 3.21 -5.83 4.99 -0.18
C -6.61 -2.07 -5.23 -0.08
H -0.19 2.56 -1.07 0.07
C -0.22 3.18 -5.18 -0.11
H -3.63 2.13 4.14 0.13
C 2.95 -6.77 6.01 -0.11
C 3.49 4.58 0.07 -0.07
H 3.91 -7.18 6.34 0.09
C -3.01 -4.92 -3.13 -0.09
C 4.70 -4.12 0.44 -0.20
O 0.31 5.28 -1.82 -0.23
O -0.49 2.06 -9.09 -0.17
H -1.20 3.23 -4.69 0.09
C 0.77 2.58 -9.44 -0.11
O 3.57 -4.22 1.30 -0.13
H 1.18 -5.97 4.61 0.12
H -4.00 -0.23 7.37 0.09
O -5.69 -3.14 -4.97 -0.19
C -0.41 1.02 -8.16 -0.22
O -3.87 0.92 5.74 -0.18
H 0.26 4.17 -5.17 0.09
O -3.69 -4.14 -4.12 -0.20

Entry 3:
18
Properties=species:S:1:pos:R:3:lowdin_charge:R:1 method="wB97M-V/def2-TZVPD" charge=+3 relative_energy_kcal_mol=0.0 homo_lumo_gap_ha=0.094 multiplicity=1 homo_ev=-21.100
H 2.58 2.00 -1.38 0.17
In -4.21 1.34 -6.86 1.00
H -0.92 -0.01 2.73 0.17
O -1.05 0.58 -1.54 0.04
O -0.10 -1.56 -0.35 -0.07
H 1.05 -3.14 0.40 0.16
C 0.53 -2.24 0.70 0.01
C -1.29 0.06 1.71 0.04
H -1.79 -0.85 1.39 0.13
H -0.24 -2.62 1.38 0.15
O 1.53 0.41 -0.72 -0.01
C 1.85 1.77 -0.60 0.02
H 0.99 2.43 -0.72 0.12
H -2.08 0.81 1.83 0.18
H 2.28 2.02 0.37 0.17
O -0.25 0.60 0.94 -0.02
P -0.07 0.03 -0.56 0.60
H 1.20 -1.61 1.29 0.13

Entry 4:
12
Properties=species:S:1:pos:R:3:lowdin_charge:R:1 method="wB97M-V/def2-TZVPD" charge=+1 relative_energy_kcal_mol=11.7 homo_lumo_gap_ha=0.315 multiplicity=1 homo_ev=-12.607
H -1.79 1.15 2.10 0.05
H 0.90 -0.55 -1.91 0.05
H 2.50 -0.57 -2.38 0.17
H 2.08 0.01 -0.90 0.12
H 2.00 -1.59 -1.08 0.15
S -0.85 0.85 -0.90 0.37
N 1.85 -0.73 -1.59 0.28
H -1.38 1.87 -0.22 -0.15
H -1.36 -0.32 2.81 0.05
S -0.07 0.06 0.84 0.40
H -2.39 -0.31 1.39 0.05
C -1.50 0.13 1.83 -0.53